Entry 1:
{"formula": "C7H6NO7V", "method": "the ωB97M-V functional and the def2-TZVPD basis", "max_force_ev_per_a": 5.6, "mol_weight_g_mol": 267.07, "orbital_gap_ev": [7.3548, 5.3122], "relative_energy_kj_mol": 0.0, "spin_multiplicity": 4, "charge": 1, "e_homo_ev": [-11.28, -10.98], "species": ["O", "C", "V", "C", "O", "C", "O", "C", "O", "C", "O", "H", "N", "C", "C", "O", "O", "H", "H", "H", "H", "H"], "xyz": [[-1.80265, -2.95298, -0.21433], [-1.14311, -2.06934, -0.54588], [0.05567, -0.67994, -1.37637], [1.19475, 0.77427, -2.05610], [1.89133, 1.52612, -2.57531], [0.47566, -1.87540, -3.02705], [1.27822, -1.57953, -3.88588], [-1.45818, -0.00540, -2.43293], [-2.33100, 0.33216, -3.11281], [1.61299, -1.53815, -0.53061], [2.53558, -2.08667, -0.10530], [-0.13098, -2.85685, -3.03438], [0.32269, 2.19252, 2.64091], [-0.77219, 1.18457, 2.57085], [-0.44197, 0.14048, 1.53274], [-0.26079, -1.04590, 1.89968], [-0.32072, 0.70263, 0.36802], [1.20877, 1.76535, 2.92283], [0.13288, 2.91093, 3.34338], [0.47138, 2.67465, 1.75136], [-0.85030, 0.75371, 3.55158], [-1.66803, 1.73279, 2.31559]], "forces_ev_per_angstrom": [[2.01, 2.87, -0.89], [-2.92, -4.23, 1.36], [-0.82, 1.29, 2.30], [3.39, 3.27, -2.86], [-2.00, -1.91, 1.69], [-0.12, -0.40, -0.07], [-0.50, -0.50, 0.31], [-4.21, 1.53, -3.42], [2.78, -1.03, 2.22], [4.47, -2.76, 1.88], [-2.86, 1.76, -1.25], [0.69, 0.45, -0.70], [0.60, 0.54, 0.24], [-0.29, 0.14, 0.59], [0.79, -1.40, -0.30], [-0.47, 2.42, -1.32], [0.13, -1.42, 0.27], [-0.01, -0.11, -0.15], [-0.15, -0.02, -0.01], [-0.09, -0.24, -0.20], [-0.14, -0.22, 0.39], [-0.27, -0.02, -0.07]]}

Entry 2:
{"formula": "C34H59BrN8O2P", "method": "the ωB97M-V functional and the def2-TZVPD basis", "max_force_ev_per_a": 0.7, "mol_weight_g_mol": 722.78, "orbital_gap_ev": 8.5774, "relative_energy_kj_mol": 0.0, "charge": 1, "e_homo_ev": -11.14, "species": ["O", "C", "C", "C", "C", "C", "C", "C", "N", "C", "C", "C", "C", "N", "C", "C", "N", "C", "P", "O", "Br", "H", "H", "H", "H", "H", "H", "H", "H", "H", "H", "H", "H", "H", "H", "H", "H", "H", "H", "H", "H", "H", "H", "H", "H", "C", "C", "C", "C", "N", "H", "H", "H", "H", "H", "H", "H", "C", "C", "C", "C", "N", "H", "H", "H", "H", "H", "H", "H", "C", "C", "C", "C", "N", "H", "H", "H", "H", "H", "H", "H", "C", "C", "C", "C", "N", "H", "H", "H", "H", "H", "H", "H", "C", "C", "C", "C", "N", "H", "H", "H", "H", "H", "H", "H"], "xyz": [[-1.51864, 4.61080, -2.21936], [-2.17366, 4.19412, -3.39166], [-3.40154, 4.76352, -3.68964], [-4.06018, 4.39330, -4.84678], [-3.48406, 3.46787, -5.70265], [-2.25654, 2.90426, -5.39332], [-1.59073, 3.24782, -4.22278], [-0.29083, 2.56505, -3.86494], [-0.47503, 1.13261, -3.63899], [0.34816, 0.56846, -2.58049], [-0.29872, 0.83765, -1.19619], [0.68073, 1.24342, -0.07107], [0.52318, 2.66612, 0.47481], [-0.87326, 3.06416, 0.58841], [-1.06015, 4.30400, 1.33049], [-0.12780, 5.45752, 0.93772], [1.26086, 4.96808, 0.65331], [1.30561, 3.76301, -0.27098], [3.08669, 3.36624, -0.64084], [3.62534, 3.94645, 0.79381], [3.43130, 5.12772, -1.99542], [-0.84076, 5.24249, -2.48386], [-3.81918, 5.48099, -2.99465], [-5.02499, 4.83292, -5.06417], [-3.99258, 3.16591, -6.60989], [-1.80291, 2.17788, -6.05878], [0.43250, 2.73950, -4.67431], [0.13287, 3.02353, -2.97187], [-0.39727, 0.62355, -4.50634], [1.38749, 0.93100, -2.61011], [0.35231, -0.51240, -2.72631], [-0.78507, -0.08661, -0.88215], [-1.10127, 1.55792, -1.33868], [1.69618, 1.03175, -0.41474], [0.51342, 0.59342, 0.78458], [0.92284, 2.65572, 1.50117], [-1.24784, 3.23080, -0.34170], [-1.02928, 4.12105, 2.40698], [-2.07425, 4.64114, 1.10717], [-0.49248, 6.03683, 0.09009], [-0.03892, 6.15028, 1.77768], [1.66857, 4.65492, 1.53702], [1.86471, 5.71512, 0.30236], [0.79221, 4.07829, -1.17987], [4.57162, 4.15516, 0.74874], [-2.20461, -2.63060, 2.35329], [-1.09632, -3.13222, 1.43861], [0.28547, -3.11266, 2.10582], [0.66823, -1.75997, 2.50617], [0.96674, -0.69631, 2.81673], [-2.05351, -1.58774, 2.64065], [-3.16360, -2.70280, 1.84717], [-2.25856, -3.22833, 3.26553], [-1.06789, -2.52743, 0.52890], [-1.31416, -4.15602, 1.13157], [1.05112, -3.49509, 1.42949], [0.28451, -3.74135, 2.99850], [2.77610, 0.49325, 7.38614], [3.22144, -0.81126, 6.73688], [2.13220, -1.43612, 5.85554], [0.93170, -1.75287, 6.62920], [-0.01050, -1.99577, 7.23653], [1.92845, 0.33433, 8.05371], [3.58448, 0.92386, 7.97669], [2.48193, 1.22608, 6.63167], [3.51537, -1.52252, 7.51059], [4.10177, -0.63120, 6.11744], [2.49714, -2.35602, 5.39628], [1.84622, -0.75343, 5.05496], [-2.86646, -7.70282, 3.14987], [-3.69332, -6.77956, 4.03801], [-4.95132, -6.25263, 3.33550], [-4.60552, -5.47979, 2.14385], [-4.29206, -4.87484, 1.22110], [-2.49855, -7.18494, 2.26277], [-2.00151, -8.08127, 3.69403], [-3.45291, -8.55963, 2.81518], [-3.08320, -5.93449, 4.36386], [-4.00314, -7.31260, 4.93771], [-5.52904, -5.61017, 4.00107], [-5.59278, -7.08131, 3.03070], [6.96878, 4.90736, -3.96332], [8.32127, 5.49210, -3.58320], [9.14786, 4.48790, -2.76954], [8.41795, 4.12931, -1.55010], [7.79075, 3.84566, -0.63221], [6.39790, 4.66589, -3.06564], [6.38367, 5.62093, -4.54410], [7.07296, 3.99742, -4.55672], [8.17718, 6.39683, -2.99014], [8.87585, 5.78317, -4.47570], [10.11563, 4.90521, -2.49101], [9.32876, 3.57817, -3.34389], [-4.40925, -7.44369, -4.11149], [-5.22181, -6.84272, -2.97090], [-4.34695, -6.24882, -1.86036], [-3.48752, -7.25904, -1.24341], [-2.81569, -8.05549, -0.76335], [-3.79306, -8.27387, -3.76391], [-5.06630, -7.82554, -4.89251], [-3.75149, -6.69721, -4.56134], [-5.87366, -7.60732, -2.54461], [-5.86686, -6.05194, -3.35742], [-4.95949, -5.81326, -1.07179], [-3.71035, -5.45702, -2.25920]], "forces_ev_per_angstrom": [[0.12, -0.04, 0.13], [-0.06, 0.12, -0.18], [0.16, -0.04, 0.23], [-0.18, 0.07, 0.07], [0.04, -0.21, -0.21], [-0.12, 0.07, 0.07], [0.23, -0.05, 0.22], [0.04, -0.06, -0.41], [-0.05, 0.12, 0.12], [-0.50, -0.02, 0.11], [0.43, -0.11, -0.09], [-0.59, -0.25, -0.22], [0.10, 0.04, 0.08], [0.10, 0.38, -0.05], [-0.35, -0.09, -0.26], [-0.11, 0.33, 0.43], [-0.33, -0.26, 0.00], [-0.03, 0.40, 0.49], [0.09, -0.26, -0.29], [0.22, 0.23, -0.16], [-0.06, 0.20, 0.01], [-0.07, 0.06, -0.05], [-0.04, 0.02, -0.07], [0.03, -0.05, -0.09], [-0.01, 0.08, 0.03], [-0.07, 0.02, -0.01], [0.03, 0.07, 0.08], [-0.05, -0.12, 0.07], [0.09, -0.07, 0.05], [0.03, -0.02, 0.01], [0.30, 0.05, -0.11], [-0.16, 0.12, -0.03], [-0.01, 0.03, 0.02], [0.11, 0.20, 0.18], [0.05, 0.01, 0.02], [0.05, -0.10, -0.05], [-0.06, -0.25, -0.02], [0.26, -0.08, -0.04], [0.03, 0.05, 0.19], [0.14, -0.30, -0.21], [0.01, 0.04, -0.09], [0.20, 0.11, -0.05], [-0.03, 0.02, -0.07], [0.06, -0.27, -0.10], [0.08, -0.23, 0.25], [0.02, 0.10, -0.02], [-0.14, 0.02, 0.04], [-0.14, -0.03, -0.10], [0.07, -0.14, 0.02], [0.01, 0.19, -0.07], [0.08, -0.02, 0.02], [-0.02, -0.03, 0.03], [-0.01, 0.01, 0.01], [0.05, -0.02, -0.02], [0.04, -0.01, -0.01], [0.03, -0.01, 0.03], [0.01, 0.01, 0.01], [0.03, -0.01, 0.02], [-0.01, 0.10, 0.08], [0.17, 0.08, 0.19], [0.03, -0.03, -0.16], [-0.12, -0.03, 0.08], [-0.02, -0.01, -0.03], [0.00, 0.01, -0.01], [-0.01, 0.00, 0.00], [0.01, -0.03, -0.03], [-0.02, -0.05, -0.04], [-0.04, 0.00, -0.04], [0.01, -0.03, 0.00], [0.02, 0.05, 0.05], [0.13, -0.11, -0.07], [0.08, -0.02, 0.10], [-0.04, -0.07, 0.08], [0.00, 0.05, -0.16], [-0.04, -0.02, -0.03], [-0.01, -0.02, 0.00], [0.00, 0.00, -0.02], [-0.04, 0.03, 0.02], [-0.06, 0.04, 0.01], [-0.03, 0.00, -0.02], [-0.01, 0.01, -0.01], [-0.12, 0.15, -0.05], [-0.11, -0.06, -0.06], [-0.01, 0.22, 0.07], [0.13, -0.18, -0.08], [-0.16, 0.07, 0.12], [-0.03, -0.05, -0.04], [0.01, -0.01, -0.02], [0.04, 0.00, 0.00], [0.04, 0.01, 0.00], [0.08, -0.08, 0.03], [0.01, -0.03, 0.02], [0.00, -0.02, 0.02], [-0.04, -0.01, 0.01], [0.07, -0.08, -0.12], [-0.18, -0.09, -0.09], [-0.01, 0.15, 0.00], [0.07, -0.10, 0.08], [0.02, 0.02, 0.02], [0.01, 0.01, -0.01], [0.01, 0.00, 0.00], [-0.02, 0.03, 0.03], [-0.01, 0.03, 0.07], [0.05, 0.07, 0.01], [0.02, 0.01, 0.03]]}

Entry 3:
{"formula": "C13H20F2N4O", "method": "the ωB97M-V functional and the def2-TZVPD basis", "max_force_ev_per_a": 2.1, "mol_weight_g_mol": 286.33, "orbital_gap_ev": 6.2812, "charge": 0, "e_homo_ev": -6.81, "species": ["C", "O", "C", "C", "C", "C", "C", "N", "C", "N", "F", "N", "C", "C", "C", "C", "C", "C", "N", "H", "H", "H", "H", "H", "H", "H", "H", "H", "H", "H", "H", "H", "H", "H", "H", "H", "H", "H", "H", "F"], "xyz": [[4.79040, -1.17926, 1.27655], [4.09065, -0.96867, 0.07374], [2.73436, -1.36931, 0.16281], [1.90907, -0.46040, -0.73319], [0.43197, -0.86622, -0.74298], [-0.53733, 0.13090, -1.38546], [0.09138, 1.23789, -2.21307], [0.38566, 2.48383, -1.42381], [0.23374, 2.36914, -0.08211], [1.00625, 3.16992, 0.63875], [0.91364, 3.19881, 1.97802], [-0.63399, 1.57036, 0.56380], [-1.47821, 0.82682, -0.40402], [-2.49690, -0.07682, 0.24592], [-3.08016, 0.29433, 1.43399], [-4.03821, -0.45203, 2.05925], [-4.37704, -1.63215, 1.43052], [-3.72283, -1.94091, 0.26747], [-2.81253, -1.21332, -0.35081], [5.80760, -0.79903, 1.19805], [4.82949, -2.25454, 1.49233], [4.31360, -0.65673, 2.11750], [2.36057, -1.23178, 1.18965], [2.59850, -2.41761, -0.11920], [2.11697, 0.58566, -0.45653], [2.28477, -0.59998, -1.75200], [0.33060, -1.83106, -1.34357], [0.07426, -1.09243, 0.28048], [-1.15750, -0.46114, -2.06734], [0.97781, 0.93282, -2.76160], [-0.63044, 1.51595, -2.98597], [-0.07080, 3.30630, -1.79744], [1.66953, 3.78668, 0.18799], [-0.12518, 0.92725, 1.17471], [-2.02436, 1.59109, -0.97299], [-2.76321, 1.22625, 1.89446], [-4.50041, -0.14039, 2.98404], [-5.13005, -2.28650, 1.84252], [-3.97627, -2.88964, -0.20206], [-0.39539, -2.33407, -2.69836]], "forces_ev_per_angstrom": [[-0.06, -0.35, 0.07], [0.15, 0.23, 0.20], [-0.41, 0.66, 0.03], [-0.08, -0.44, -0.37], [0.30, -0.39, 0.71], [-0.37, -0.41, -0.34], [-0.60, 0.12, -0.74], [-0.69, -0.28, 0.14], [-0.17, 0.45, 0.86], [0.26, -0.04, -1.01], [-0.09, 0.18, 0.11], [0.63, -0.70, -0.75], [0.19, -0.29, -0.86], [0.32, -0.09, 0.32], [0.56, 1.76, 0.90], [-0.33, -0.54, -0.09], [-0.36, 0.29, 0.77], [-0.45, -1.52, -0.88], [0.24, 0.37, -0.12], [-0.03, -0.01, -0.29], [0.08, 0.08, 0.21], [-0.07, -0.10, -0.03], [0.18, -0.19, 0.06], [0.07, -0.01, 0.01], [0.01, -0.07, 0.11], [0.06, 0.20, 0.02], [-0.33, 0.82, 0.12], [0.19, 0.08, -0.01], [0.26, -0.21, -0.06], [0.20, -0.04, 0.33], [0.02, 0.18, 0.11], [0.43, 0.17, -0.11], [0.26, 0.01, 0.54], [-0.42, 0.18, 0.50], [-0.09, 0.02, 0.20], [-0.04, 0.00, -0.05], [0.02, 0.06, 0.05], [0.01, -0.15, -0.07], [0.15, 0.12, -0.16], [0.00, -0.17, -0.39]]}

Entry 4:
{"formula": "C5H8S", "method": "the ωB97M-V functional and the def2-TZVPD basis", "smiles": "C#C[C@H](S)CC", "max_force_ev_per_a": 2.9, "mol_weight_g_mol": 100.19, "orbital_gap_ev": 10.0366, "relative_energy_kj_mol": 219.0, "charge": 0, "e_homo_ev": -9.15, "species": ["C", "C", "C", "C", "C", "H", "H", "H", "H", "H", "H", "H", "H", "S"], "xyz": [[-1.28990, -0.61638, -0.08752], [-0.16781, -0.68286, 0.85245], [1.13321, -0.04744, 0.22558], [0.92134, 1.41038, -0.17473], [0.68365, 2.58687, -0.33006], [-2.26611, -0.85926, 0.35788], [-1.40755, -1.35115, -0.90066], [-1.34558, 0.39981, -0.49186], [0.11255, -1.74594, 1.18220], [-0.39446, -0.00214, 1.67435], [1.89945, -0.07368, 1.00293], [0.31147, -1.45365, -1.43514], [0.22340, 3.47773, -0.66891], [1.58634, -1.04230, -1.20650]], "forces_ev_per_angstrom": [[-2.73, -0.34, -1.05], [2.12, -0.42, 0.57], [-0.91, 1.09, -0.08], [-0.05, -0.63, 0.95], [-0.24, -1.46, -0.29], [0.25, 0.54, 0.62], [0.95, 0.26, -0.03], [-0.21, -0.24, -0.15], [-0.51, 1.62, -0.21], [-0.06, -0.49, 0.43], [0.18, -0.12, -0.36], [0.76, 0.14, -0.11], [0.26, 0.48, 0.09], [0.19, -0.44, -0.37]]}

DFT total energy for the records above, in order: -48858.05483, -131556.52021, -27242.70195, -16147.36778 eV